Here is 15 unconnected molecules or ions with the total composition C44H96N8O27S4 at a distorted geometry from the OMol25 dataset. Energies are from wB97M-V/def2-TZVPD.

Geometry (Å):
C1 -6.6053 0.9895 1.2329
C2 -5.9082 -0.3791 0.9177
O1 -6.1324 -0.8358 -0.1598
N1 -5.0832 -0.8795 1.8644
C3 -4.4163 -2.1358 1.6861
H1 -6.8349 1.3981 0.2488
H2 -5.9977 1.6959 1.7985
H3 -7.5575 0.8364 1.7410
H4 -4.9978 -0.4859 2.7906
H5 -4.9535 -2.8412 1.0520
H6 -4.1903 -2.5643 2.6625
H7 -3.5140 -1.9794 1.0949
C4 3.0533 -5.5711 2.0024
C5 3.4514 -4.0898 1.7735
O2 4.0756 -3.4013 2.5945
N2 3.0135 -3.6932 0.5739
C6 2.9359 -2.3144 0.1504
H8 2.2761 -5.9792 1.3563
H9 2.6876 -5.7049 3.0204
H10 3.9026 -6.2534 1.9665
H11 2.7947 -4.4068 -0.1065
H12 3.3716 -2.2898 -0.8484
H13 3.3920 -1.6420 0.8770
H14 1.8865 -2.0196 0.1495
C7 -5.0723 2.6505 5.2363
C8 -4.3734 1.5755 4.4796
O3 -4.7333 0.4078 4.4183
N3 -3.2955 2.0346 3.8489
C9 -2.3689 1.2688 2.9964
H15 -5.3923 3.3240 4.4413
H16 -4.3497 3.0918 5.9227
H17 -5.9581 2.2523 5.7313
H18 -3.0910 3.0216 3.9124
H19 -1.3448 1.4235 3.3361
H20 -2.4193 1.6604 1.9804
H21 -2.6009 0.2123 2.8616
C10 -2.2310 6.9834 4.1817
C11 -1.9019 5.7462 3.4421
O4 -2.2130 4.6457 3.9306
N4 -1.3830 5.8644 2.1714
C12 -1.1197 4.6958 1.2979
H22 -3.1968 6.8824 4.6767
H23 -2.1771 7.8338 3.5019
H24 -1.5420 7.1539 5.0089
H25 -1.2693 6.8157 1.8518
H26 -1.0337 4.9965 0.2537
H27 -1.9605 4.0022 1.2925
H28 -0.2042 4.2259 1.6574
C13 -0.4885 -4.3375 -2.1193
C14 0.5106 -5.3338 -1.7198
O5 1.6690 -4.9757 -1.3641
N5 0.1095 -6.6038 -1.8003
C15 0.9012 -7.7325 -1.1411
H29 -0.2744 -3.3514 -1.7072
H30 -1.5087 -4.6264 -1.8666
H31 -0.4243 -4.2040 -3.1992
H32 -0.8903 -6.7439 -1.8319
H33 0.9868 -8.4161 -1.9858
H34 0.3464 -8.1659 -0.3089
H35 1.8296 -7.3341 -0.7319
C16 -1.4110 3.1347 -3.3440
C17 -2.3796 3.6032 -2.2881
O6 -2.2454 4.6629 -1.6861
N6 -3.5070 2.8972 -2.1154
C18 -4.5221 3.2172 -1.1745
H36 -1.5694 2.0893 -3.6089
H37 -0.3458 3.2935 -3.1756
H38 -1.6095 3.6272 -4.2958
H39 -3.5515 1.9622 -2.4946
H40 -5.3987 2.7747 -1.6477
H41 -4.8388 4.2531 -1.0536
H42 -4.4912 2.8301 -0.1560
C19 -2.2797 -7.5345 2.4208
C20 -1.4243 -6.3031 2.6153
O7 -0.8109 -6.0582 3.6743
N7 -1.4023 -5.4649 1.5925
C21 -0.7387 -4.1349 1.6006
H43 -2.5132 -8.0485 3.3532
H44 -1.7454 -8.1945 1.7374
H45 -3.1709 -7.3722 1.8146
H46 -1.8651 -5.7462 0.7400
H47 0.0418 -4.0626 2.3581
H48 -1.4580 -3.3836 1.9265
H49 -0.3773 -3.8967 0.6003
C22 -3.0982 -1.5356 -4.3244
C23 -3.8454 -0.9646 -3.1073
O8 -4.0468 0.2152 -3.0434
N8 -4.2756 -1.6855 -2.0888
C24 -4.1661 -3.1084 -2.0345
H50 -2.2418 -2.1694 -4.0943
H51 -2.6241 -0.7331 -4.8896
H52 -3.7907 -2.0471 -4.9929
H53 -4.8467 -1.2220 -1.3966
H54 -3.2112 -3.1934 -1.5158
H55 -4.0034 -3.4567 -3.0544
H56 -4.9360 -3.5858 -1.4282
C25 3.9304 6.5742 -0.2086
C26 2.5716 6.7703 0.5942
O9 1.8443 5.5589 0.4770
S1 2.6188 4.4001 -0.3486
O10 2.1290 4.3623 -1.7434
O11 2.6563 3.1973 0.4963
O12 4.1013 5.1298 -0.2291
H57 4.8253 7.0250 0.2204
H58 3.8559 6.8806 -1.2520
H59 1.8687 7.4753 0.1504
H60 2.7317 6.9461 1.6580
C27 1.8329 0.3908 -6.2483
C28 0.8502 0.6421 -5.0891
O13 -0.4039 0.3051 -5.6750
S2 -0.2521 -1.0193 -6.6608
O14 -1.1240 -0.9178 -7.8521
O15 -0.1492 -2.2086 -5.8280
O16 1.2655 -0.5739 -7.1036
H61 2.8207 0.1011 -5.8898
H62 2.0058 1.2840 -6.8485
H63 0.9827 1.6448 -4.6827
H64 1.0598 -0.0167 -4.2464
C29 1.5985 3.2326 4.2007
C30 2.4136 3.3015 5.4699
O17 2.4783 4.6475 5.9213
S3 1.8904 5.7409 4.8746
O18 3.0225 6.1783 4.0374
O19 1.0228 6.6207 5.6546
O20 0.9923 4.5403 4.0683
H65 0.7431 2.5757 4.3581
H66 2.1102 2.8226 3.3300
H67 3.3994 2.8492 5.5778
H68 1.9198 2.7762 6.2874
C31 1.7430 -2.1657 4.3863
C32 1.3598 -0.9872 3.5198
O21 1.3527 0.1590 4.3575
S4 1.8805 -0.2449 5.9063
O22 1.1513 0.4496 6.9692
O23 3.3866 -0.2102 5.9054
O24 1.3646 -1.7650 5.6898
H69 2.8283 -2.2538 4.4360
H70 1.3425 -3.1376 4.0980
H71 0.4108 -1.1218 3.0007
H72 2.1459 -0.7083 2.8181
C33 5.2451 1.7968 -1.3485
C34 4.2749 1.4451 -2.4621
C35 5.0548 1.8034 -3.7562
O25 5.8723 2.9051 -3.3475
C36 6.0960 2.9126 -1.8855
H73 5.9356 1.0152 -1.0316
H74 4.6805 2.1389 -0.4812
H75 3.3905 2.0770 -2.3802
H76 3.9463 0.4066 -2.4224
H77 4.3841 1.9441 -4.6039
H78 5.7414 0.9721 -3.9163
H79 5.6385 3.8068 -1.4621
H80 7.1329 2.9141 -1.5492
C37 0.0503 1.3343 -0.7347
C38 -0.5291 0.0273 -1.3316
C39 -0.9881 -0.6850 -0.0831
O26 -0.4859 0.0125 1.0286
C40 0.5177 0.8961 0.6123
H81 -0.6949 2.1164 -0.5897
H82 0.8408 1.7243 -1.3759
H83 0.2127 -0.6121 -1.8101
H84 -1.3354 0.2758 -2.0217
H85 -0.6286 -1.7131 -0.1253
H86 -2.0781 -0.6958 -0.0887
H87 1.3924 0.2520 0.5221
H88 0.7385 1.5678 1.4418
C41 4.1671 -3.5752 -4.7398
C42 2.6552 -3.8151 -4.7351
C43 2.3316 -2.7805 -3.6553
O27 3.0233 -1.6456 -4.1142
C44 4.2034 -2.0624 -4.8361
H89 4.5617 -4.0785 -5.6224
H90 4.7123 -3.8170 -3.8274
H91 2.4506 -4.8027 -4.3215
H92 2.0750 -3.5446 -5.6172
H93 2.8171 -3.0267 -2.7110
H94 1.2945 -2.5553 -3.4068
H95 5.0995 -1.5844 -4.4402
H96 4.1406 -1.6577 -5.8462

Gap between HOMO and LUMO ... 8.909 eV
HOMO ... -9.2 eV